Computed, not measured: a cluster of 2 separate species, C4H9O3 in total at a distorted geometry, with the ωB97M-V functional and the def2-TZVPD basis.

- DFT total energy (hartree) = -383.58981
- largest force on an atom (eV Å⁻¹) = 1.99
- orbital gap (eV) = 8.45
- energy relative to the best compared isomer or geometry (same formula, charge and spin) (kJ/mol) = 43.9
- molar mass (g mol⁻¹) = 105.11

Structure (ORCA input):
```
! wB97M-V def2-TZVPD RIJCOSX def2/J DEFGRID3
* xyz -1 1
C -0.617 1.493 -1.228
C -0.971 -0.002 -1.586
O -0.540 -0.878 -0.782
O -1.733 -0.158 -2.542
H -1.033 1.739 -0.248
H -1.124 2.053 -2.013
H 0.453 1.692 -1.155
C 1.230 -0.564 2.175
C 0.798 0.865 2.381
O 1.412 -0.969 0.867
H 2.122 -0.865 2.748
H 0.495 -1.244 2.680
H 0.860 1.156 3.431
H 0.605 -0.798 0.269
H -0.272 0.989 2.187
H 1.407 1.549 1.789
*
```